No. 1
116
Properties=species:S:1:pos:R:3:mulliken_spin:R:1 method="wB97M-V/def2-TZVPD" lumo_energy_ev="0.238 / -2.025" gap_ev="4.71 / 5.29" multiplicity=6 s_squared=8.86 total_energy_ev=-84869.29931
Ru -0.623 0.465 0.841 1.4792
C -1.637 0.302 -3.481 -0.1287
C -0.867 0.317 -2.352 0.2662
N -1.398 0.060 -1.121 0.2177
C -2.739 -0.322 -1.081 0.1751
C -3.491 -0.668 -2.275 -0.1748
C -2.911 -0.288 -3.483 0.4234
C -4.833 -1.200 -2.112 0.3532
C -5.310 -1.520 -0.848 -0.0961
C -4.505 -1.348 0.272 0.3410
C -3.209 -0.790 0.187 0.0555
N -2.334 -0.618 1.231 0.3093
C -2.568 -0.897 2.622 -0.0854
C -3.453 -1.865 3.142 0.2586
C -3.620 -1.968 4.521 -0.0750
C -3.012 -1.101 5.415 0.2332
C -2.152 -0.078 4.922 -0.1588
C -1.492 0.874 5.734 0.3924
C -0.567 1.704 5.146 -0.0522
C -0.361 1.698 3.745 0.2204
N -0.888 0.781 2.946 0.1926
C -1.914 0.006 3.506 0.1285
H -1.137 0.691 -4.349 -0.0509
H 0.189 0.423 -2.376 0.0507
H -3.402 -0.548 -4.391 0.0347
H -5.447 -1.176 -3.025 0.0062
H -6.297 -1.939 -0.695 -0.0015
H -4.931 -1.685 1.184 0.0386
H -3.894 -2.528 2.465 0.0509
H -4.200 -2.844 4.915 0.0038
H -3.029 -1.312 6.477 0.0076
H -1.666 0.895 6.806 0.0189
H 0.021 2.417 5.748 0.0029
H 0.280 2.397 3.260 0.0815
N 1.272 1.284 0.010 -0.0181
C 1.684 2.594 0.504 -0.0123
C 2.983 2.709 0.966 -0.0056
C 3.520 3.994 1.282 0.0057
C 2.775 5.090 0.824 -0.0028
C 1.415 4.988 0.486 0.0068
C 0.844 3.717 0.348 -0.0160
C -0.558 3.374 -0.063 0.0443
C -1.214 4.459 -0.670 -0.0217
C -2.601 4.515 -0.547 0.0315
C -3.307 3.589 0.197 -0.0375
C -2.718 2.504 0.776 0.0138
C -1.341 2.320 0.552 -0.0224
H 1.972 0.573 0.337 0.0141
H 1.349 1.313 -1.027 -0.0031
H 3.495 1.796 1.318 0.0005
H 4.447 4.074 1.835 0.0007
H 3.338 6.030 0.830 0.0000
H 0.882 5.960 0.315 0.0010
H -0.700 5.260 -1.191 0.0002
H -3.040 5.402 -1.038 0.0012
H -4.388 3.763 0.173 -0.0014
H -3.339 1.690 1.142 0.0128
N 2.828 4.244 -2.919 0.0000
C 2.410 3.393 -3.888 -0.0010
S 2.556 1.715 -3.509 0.0001
N 1.794 4.087 -4.852 0.0010
C 0.979 3.711 -5.944 0.0012
C 0.765 4.694 -6.928 -0.0003
C -0.342 4.612 -7.783 0.0002
C -1.205 3.548 -7.643 0.0004
C -0.948 2.500 -6.696 0.0003
C 0.167 2.516 -5.886 0.0019
H 3.263 3.803 -2.103 0.0002
H 2.992 5.250 -3.076 0.0000
H 1.920 5.070 -4.829 0.0001
H 1.539 5.469 -7.078 -0.0001
H -0.490 5.330 -8.584 0.0000
H -2.127 3.566 -8.242 0.0000
H -1.663 1.638 -6.698 0.0000
H 0.484 1.660 -5.295 0.0010
C 3.892 -3.694 0.799 0.0009
C 3.092 -2.444 0.954 0.0294
C 3.687 -1.611 2.111 0.0012
C 3.398 -1.551 -0.315 0.0232
P 1.194 -2.668 1.245 -0.0589
N 0.560 -1.297 1.078 0.4147
C 0.877 -3.349 2.974 0.0468
C 1.723 -4.567 3.425 0.0005
C 1.021 -2.222 3.983 -0.0132
C -0.596 -3.741 3.008 0.0015
C 0.692 -4.024 -0.153 0.0346
C 1.432 -5.405 -0.130 0.0042
C 0.858 -3.382 -1.562 -0.0182
C -0.834 -4.201 -0.037 0.0132
H 4.969 -3.464 0.873 0.0007
H 3.872 -4.179 -0.186 0.0010
H 3.784 -4.438 1.525 0.0000
H 4.742 -1.389 1.881 0.0014
H 3.733 -2.174 3.010 0.0000
H 3.151 -0.703 2.262 -0.0006
H 4.274 -0.935 -0.112 0.0008
H 2.594 -0.858 -0.443 -0.0060
H 3.570 -2.116 -1.238 0.0018
H 2.771 -4.355 3.554 0.0008
H 1.642 -5.410 2.753 0.0005
H 1.309 -4.920 4.396 0.0000
H 2.003 -1.940 4.236 -0.0017
H 0.580 -2.631 4.923 0.0033
H 0.482 -1.332 3.645 -0.0037
H -0.696 -4.782 2.696 -0.0041
H -1.221 -3.081 2.383 0.0105
H -0.895 -3.598 4.042 -0.0013
H 2.346 -5.332 -0.679 -0.0001
H 0.791 -6.122 -0.728 0.0003
H 1.576 -5.765 0.892 -0.0007
H 1.876 -3.585 -1.909 0.0002
H 0.705 -2.284 -1.611 0.0142
H 0.169 -3.807 -2.308 0.0000
H -0.985 -5.001 0.654 -0.0009
H -1.237 -4.529 -0.996 0.0012
H -1.196 -3.251 0.202 -0.0130

=====

No. 2
117
Properties=species:S:1:pos:R:3:mulliken_charge:R:1 method="wB97M-V/def2-TZVPD" lumo_energy_ev=3.717 gap_ev=4.73 total_energy_ev=-110785.34187 total_charge=-2 e_above_lowest_kcal_mol=0.0
Mg 2.724 1.291 -1.307 3.8105
C 3.938 -1.346 -3.239 -0.9616
O 2.901 -0.883 -2.354 0.2595
C 1.878 -1.775 -2.031 0.0882
C 1.891 -2.490 -0.799 0.3058
C 2.947 -2.296 0.288 -1.7937
C 2.512 -1.469 1.472 0.9975
C 2.350 -2.054 2.723 -0.6594
C 2.084 -1.309 3.888 -0.0797
C 2.182 0.090 3.770 -0.5298
C 2.240 0.728 2.534 0.3604
C 2.169 2.240 2.380 -1.5791
C 0.887 2.788 1.767 0.1777
C -0.259 2.677 2.568 -0.2188
C -1.534 2.931 2.052 0.0893
C -1.646 3.205 0.679 -0.4872
C -0.539 3.331 -0.159 0.6531
C -0.792 3.559 -1.657 -1.9757
C -1.173 2.342 -2.444 0.5478
C -2.508 2.055 -2.675 -0.1979
C -2.949 0.928 -3.398 -0.2706
C -1.939 0.034 -3.807 -0.8072
C -0.605 0.260 -3.577 1.1085
C 0.401 -0.801 -3.946 -1.7892
C 0.687 -1.807 -2.835 1.0271
C -0.295 -2.752 -2.543 -0.4493
C -0.232 -3.569 -1.415 -0.1910
C 0.855 -3.410 -0.549 -0.2644
C -1.353 -4.541 -1.145 2.2378
C -2.597 -3.802 -0.586 -1.3220
C -1.778 -5.259 -2.463 -1.7910
C -0.948 -5.604 -0.110 -2.1068
C -0.145 1.430 -2.875 0.0225
O 1.091 1.576 -2.552 -1.8278
C -4.447 0.635 -3.709 2.0894
C -5.325 1.854 -3.384 -2.0410
C -4.917 -0.574 -2.841 -1.4206
C -4.585 0.249 -5.247 -1.7618
C 0.758 3.249 0.423 0.3215
O 1.918 3.366 -0.377 -0.0391
C 2.571 4.635 -0.458 -1.0591
C -2.775 2.899 2.935 2.1147
C -2.434 2.578 4.395 -2.1718
C -3.758 1.792 2.454 -1.6038
C -3.538 4.246 2.818 -1.7540
C 2.245 -0.081 1.344 0.1581
O 1.922 0.438 0.206 -1.9808
C 1.720 -2.037 5.220 2.0924
C 1.930 -1.110 6.433 -2.0466
C 2.595 -3.313 5.428 -1.8914
C 0.230 -2.494 5.157 -1.3458
H 4.538 -2.125 -2.764 0.2260
H 4.568 -0.460 -3.426 0.1238
H 3.531 -1.742 -4.174 0.2844
H 3.866 -1.887 -0.136 0.2183
H 3.169 -3.292 0.673 0.6304
H 2.403 -3.143 2.802 0.0426
H 2.144 0.698 4.700 0.2522
H 3.041 2.633 1.836 0.2453
H 2.217 2.638 3.399 0.6343
H -0.139 2.385 3.623 0.3440
H -2.657 3.307 0.253 0.0683
H 0.073 4.041 -2.097 0.4357
H -1.656 4.234 -1.687 0.7266
H -3.242 2.779 -2.287 0.1458
H -2.218 -0.894 -4.320 0.0220
H 1.337 -0.329 -4.268 0.3409
H -0.021 -1.375 -4.775 0.7383
H -1.176 -2.846 -3.185 -0.0519
H 0.944 -4.010 0.354 0.2432
H -3.007 -3.087 -1.316 0.0829
H -2.377 -3.249 0.334 0.3436
H -3.372 -4.538 -0.357 0.4376
H -2.405 -4.621 -3.106 0.2760
H -2.342 -6.170 -2.250 0.4453
H -0.889 -5.559 -3.037 0.3680
H -0.774 -5.184 0.884 0.3032
H -0.079 -6.202 -0.417 0.3973
H -1.775 -6.322 -0.015 0.4908
H -5.390 2.066 -2.305 0.2620
H -6.344 1.704 -3.736 0.4216
H -4.941 2.759 -3.844 0.4433
H -4.707 -0.417 -1.780 0.2532
H -4.435 -1.522 -3.133 0.2214
H -5.997 -0.686 -2.930 0.4881
H -4.068 0.941 -5.904 0.3683
H -5.625 0.180 -5.560 0.4346
H -4.160 -0.732 -5.433 0.3334
H 3.145 4.819 0.449 0.2283
H 1.864 5.448 -0.626 0.2835
H 3.251 4.551 -1.317 0.1778
H -1.965 1.596 4.505 0.3373
H -3.324 2.565 5.021 0.4361
H -1.756 3.334 4.819 0.3901
H -3.322 0.776 2.541 0.3225
H -4.111 1.942 1.441 0.3026
H -4.659 1.778 3.077 0.4531
H -2.884 5.099 3.039 0.3378
H -4.383 4.274 3.521 0.4490
H -3.975 4.386 1.810 0.3178
H 2.891 -0.587 6.442 0.4113
H 1.853 -1.677 7.347 0.4525
H 1.159 -0.334 6.504 0.3041
H 3.664 -3.074 5.402 0.3828
H 2.411 -4.106 4.709 0.3294
H 2.329 -3.714 6.399 0.5073
H -0.477 -1.672 5.007 0.1533
H -0.071 -2.975 6.109 0.4430
H 0.087 -3.239 4.367 0.2677
O 9.422 3.132 -2.764 -0.6632
C 8.323 2.683 -2.547 0.5824
S 6.991 3.091 -3.596 -0.2131
C 5.761 2.359 -2.626 0.0608
C 6.153 1.724 -1.445 0.2656
S 5.052 0.957 -0.313 -0.6118
S 7.855 1.708 -1.120 -0.1910
S 4.127 2.553 -3.228 -0.6018